# 1
Molecular formula: C6H4ClIrO10S2
Method: DFT, wB97M-V/def2-TZVPD

```
24
Properties=species:S:1:pos:R:3:mulliken_spin:R:1
Ir 0.25436 -0.45164 0.37672 3.1605
O -1.60231 -1.36961 -3.02947 0.0219
Cl -1.47726 -1.51737 -1.64134 0.0080
O -2.41320 -2.39754 -1.07616 0.0088
O -1.54601 -0.20101 -0.96980 0.0842
O -0.09592 -1.94964 -1.29298 0.0980
O 3.76013 -0.94270 2.36578 0.0228
S 2.46030 -0.45859 2.05134 -0.0406
O 1.38099 -1.47519 2.03648 0.1388
O 2.33066 0.25290 0.74343 0.1560
C 2.05729 0.80610 3.28095 0.0325
C 3.10345 1.09723 4.14841 0.0044
C 2.99853 2.14447 5.04989 -0.0001
C 1.84880 2.91273 5.08871 0.0008
C 0.78707 2.61241 4.24884 0.0025
C 0.88506 1.55926 3.35057 0.0140
S -0.57121 1.34619 2.29822 -0.0320
O -1.59587 2.18234 2.82016 0.0221
O -0.88117 -0.10750 2.26905 0.1575
O -0.06653 1.68235 0.93793 0.1425
H 3.99309 0.48777 4.09127 -0.0009
H 3.82611 2.35717 5.71295 -0.0002
H 1.76459 3.74614 5.77303 -0.0002
H -0.13457 3.17446 4.27787 -0.0010
```

As for the LUMO energy (alpha / beta): -0.015 / -0.143 hartree. Its total energy is -2343.91713 hartree. As for the spin multiplicity: 5. Its highest occupied orbital energy (alpha / beta) is -10.856 / -10.851 eV. The value obtained for the orbital gap (alpha / beta) is 10.45 / 6.95 eV.


# 2
Molecular formula: C6H4ClN2O3
Method: DFT, wB97M-V/def2-TZVPD

```
16
Properties=species:S:1:pos:R:3:mulliken_charge:R:1
C -0.23685 0.61965 0.57261 -0.3439
C 0.65723 1.71926 0.44059 -0.7018
C -0.39609 -0.54377 -0.12372 -0.3771
C 1.41210 2.19258 -0.52651 0.6014
C 0.27558 -1.16585 -1.20647 0.3018
C 1.19148 -0.52558 -1.99332 -0.1619
N 2.22840 2.71312 -1.26088 -0.2111
N 2.41190 3.75291 -2.07361 0.9262
O 2.77638 4.78978 -1.51980 -0.5988
O 2.38144 3.56725 -3.27747 -0.5540
O -0.14276 -2.50649 -1.34921 -0.5234
Cl 1.86862 -1.62031 -3.23789 -0.3683
H -0.89136 0.71783 1.43348 0.2204
H 0.71906 2.35624 1.32485 0.2714
H -1.16308 -1.20076 0.28000 0.2480
H 0.38873 -2.85383 -2.08104 0.2712
```

The charge is -1. For the relative energy (zero: lowest compared OMol25 entry of this formula, charge and spin), the calculation gives 4.017 eV. As for the LUMO energy: 0.115 hartree. Its total energy is -1026.24654 hartree. As for the spin multiplicity: 1. Its highest occupied orbital energy is -3.548 eV. The value obtained for the orbital gap is 6.68 eV.


# 3
Molecular formula: C6H4N2
Method: DFT, wB97M-V/def2-TZVPD

```
12
Properties=species:S:1:pos:R:3:mulliken_charge:R:1
C 1.52442 -0.45726 -0.10583 0.4258
C 1.39183 0.90250 -0.04228 -0.3022
C 0.02217 1.13317 0.00849 -0.4190
C -0.64530 -0.22356 0.08531 0.6557
C -2.04577 -0.44641 -0.15687 -0.3947
C -3.31269 -0.51534 -0.08586 -0.1357
H 2.83511 -1.95026 0.20044 0.3013
H 2.20532 1.70078 -0.22188 0.3254
H -0.57882 1.99232 0.25895 0.3929
H -4.38288 -0.13828 0.06694 0.3252
N 2.73536 -0.84741 -0.09649 -0.5468
N 0.25124 -1.15025 0.08908 -0.6278
```

For the relative energy (zero: lowest compared OMol25 entry of this formula, charge and spin), the calculation gives 3.941 eV. As for the LUMO energy: -0.045 hartree. Its total energy is -340.37488 hartree. As for the spin multiplicity: 1. Its highest occupied orbital energy is -9.802 eV. The value obtained for the orbital gap is 8.57 eV. Its SMILES is [H]/N=C1/C=CC(C#C)=N1.


# 4
Molecular formula: C6H4N2O
Method: DFT, wB97M-V/def2-TZVPD

```
13
Properties=species:S:1:pos:R:3:mulliken_charge:R:1
C -2.12895 -1.27243 0.09472 -0.5710
C -0.84016 -1.74613 -0.04916 -0.1665
C 0.15107 -0.76687 0.05301 0.5453
C 2.14566 -0.01538 -0.02105 -0.0654
C 0.25531 0.57978 -0.20935 0.5614
C -0.73606 1.49537 -0.17218 -0.0121
H -2.30483 -0.19716 0.82830 0.2691
H -2.80242 -2.05009 -0.63916 0.2172
H -0.41464 -2.72059 -0.69867 0.2211
H 3.12074 0.09750 0.29622 0.4106
N 1.47095 -1.17274 0.22679 -0.5932
N -1.83603 2.09906 0.14430 -0.5306
O 1.48444 1.09251 -0.07002 -0.2858
```

For the relative energy (zero: lowest compared OMol25 entry of this formula, charge and spin), the calculation gives 5.148 eV. As for the LUMO energy: -0.022 hartree. Its total energy is -415.57899 hartree. As for the spin multiplicity: 1. Its highest occupied orbital energy is -9.193 eV. The value obtained for the orbital gap is 8.59 eV.


# 5
Molecular formula: C6H4N2O2S4
Method: DFT, wB97M-V/def2-TZVPD

```
18
Properties=species:S:1:pos:R:3:mulliken_charge:R:1
C -2.55776 2.97278 0.17007 -0.3804
C 1.40854 -2.15972 -0.51385 -0.6273
C -1.43539 2.18897 0.29004 -0.4580
C 1.50666 -3.50522 -0.34474 -0.2099
C -3.50107 1.09623 -0.31206 0.5443
C -0.78466 -2.58788 -0.33025 0.1874
N -3.63851 2.36898 -0.16150 -0.5170
N 0.11211 -1.72290 -0.40000 -0.1720
O -3.72058 -1.13301 1.72968 -0.3870
O -4.67357 -2.87249 0.30270 -0.4638
S -1.79338 0.54845 -0.10973 0.1456
S -0.14111 -4.18175 -0.29110 -0.0505
S -4.66326 -0.01448 -0.91865 -0.1304
S -3.83147 -1.74410 0.43008 0.7428
H -2.64222 4.01339 0.29975 0.4834
H 2.03588 -1.30986 -0.67284 0.4203
H -0.54101 2.55557 0.62349 0.4748
H 2.24782 -4.26577 -0.38429 0.3975
```

As for the LUMO energy (alpha / beta): -0.077 / -0.113 hartree. Its total energy is -2083.59501 hartree. As for the spin multiplicity: 1. Its highest occupied orbital energy (alpha / beta) is -8.732 / -8.679 eV. The value obtained for the orbital gap (alpha / beta) is 6.62 / 5.59 eV.


# 6
Molecular formula: C6H4N4O2
Method: DFT, wB97M-V/def2-TZVPD

```
16
Properties=species:S:1:pos:R:3:mulliken_spin:R:1
C 0.32252 2.73076 -1.07183 -0.0806
C 0.82371 -0.59216 -1.64299 -0.0120
C -0.51673 1.54856 -0.86785 0.3560
C 0.63452 -0.83408 -0.26043 0.3335
C -0.44267 1.20339 0.57386 -0.0473
C -0.55820 -1.07684 0.32156 0.2226
N 0.98331 3.58991 -1.40346 0.1267
N 0.99513 -0.36964 -2.76356 0.1843
N -0.42030 1.20356 1.76212 0.2897
N -0.83325 -1.65233 1.51674 0.2136
O -1.26494 0.96263 -1.59133 0.2930
O 1.74022 -0.81661 0.48677 0.1343
H -1.35051 -1.13556 -0.35526 -0.0017
H 1.48868 -0.99236 1.46204 -0.0028
H 0.06354 -1.67027 2.11658 -0.0031
H -1.66502 -2.09895 1.71703 -0.0062
```

For the relative energy (zero: lowest compared OMol25 entry of this formula, charge and spin), the calculation gives 0.000 eV. As for the LUMO energy (alpha / beta): -0.037 / -0.136 hartree. Its total energy is -600.30091 hartree. As for the spin multiplicity: 3. Its highest occupied orbital energy (alpha / beta) is -6.524 / -10.393 eV. The value obtained for the orbital gap (alpha / beta) is 5.53 / 6.69 eV.


# 7
Molecular formula: C6H4O
Method: DFT, wB97M-V/def2-TZVPD

```
11
Properties=species:S:1:pos:R:3:mulliken_charge:R:1
C 1.31423 0.09380 0.40132 0.1413
C 1.75603 -0.93640 -0.52025 -0.7700
C 1.21062 0.19637 -1.07024 0.0519
C 0.22536 0.98788 -0.36486 0.0199
C -0.88078 0.33173 0.22064 -0.5147
C -1.25535 -1.04375 -0.08527 0.0545
O -0.81752 -1.68728 -1.02376 -0.4783
H 1.65864 0.55604 1.31746 0.3926
H 0.34096 2.06793 -0.32541 0.3949
H -1.56412 0.91909 0.83220 0.3654
H -1.98807 -1.48540 0.61816 0.3424
```

For the relative energy (zero: lowest compared OMol25 entry of this formula, charge and spin), the calculation gives 6.111 eV. As for the LUMO energy (alpha / beta): -0.036 / -0.036 hartree. Its total energy is -305.98695 hartree. As for the spin multiplicity: 1. Its highest occupied orbital energy (alpha / beta) is -8.830 / -8.830 eV. The value obtained for the orbital gap (alpha / beta) is 7.84 / 7.84 eV.


# 8
Molecular formula: C6H4O
Method: DFT, wB97M-V/def2-TZVPD

```
11
Properties=species:S:1:pos:R:3:mulliken_charge:R:1
C 0.70860 -1.69281 0.35849 -0.6762
C 0.31708 0.01489 -2.55225 -0.4388
C 0.01700 0.28393 -1.34931 0.1185
C -0.19356 0.43724 -0.02371 0.5197
O 0.14739 -0.47155 0.87200 -0.2315
C -0.81014 1.61884 0.50797 -0.8018
C -1.34952 2.65112 0.81681 0.1979
H -0.10468 -2.33218 0.00248 0.3050
H 1.23322 -2.15229 1.19418 0.2245
H 1.38382 -1.48052 -0.47316 0.3531
H -1.83225 3.56864 1.08302 0.4297
```

For the relative energy (zero: lowest compared OMol25 entry of this formula, charge and spin), the calculation gives 4.882 eV. As for the LUMO energy: -0.050 hartree. Its total energy is -306.03211 hartree. As for the spin multiplicity: 1. Its highest occupied orbital energy is -9.929 eV. The value obtained for the orbital gap is 8.57 eV.


# 9
Molecular formula: C6H4O
Method: DFT, wB97M-V/def2-TZVPD

```
11
Properties=species:S:1:pos:R:3:mulliken_charge:R:1
C 2.68635 -0.11727 0.14269 -0.1768
C 1.83501 -0.20741 -0.70566 -0.5287
C 0.41736 -0.09569 -0.62604 0.5152
C -0.29486 0.97417 -0.19208 -0.3918
C -1.55280 0.44361 0.22491 -0.2917
C -1.48409 -0.89465 0.01575 -0.4161
O -0.28322 -1.24276 -0.51093 -0.2934
H 3.13078 -0.03069 1.10135 0.3437
H 0.09439 1.97745 -0.08799 0.4297
H -2.39455 0.99874 0.61093 0.3801
H -2.17137 -1.70935 0.16444 0.4296
```

For the relative energy (zero: lowest compared OMol25 entry of this formula, charge and spin), the calculation gives 2.053 eV. As for the LUMO energy: 0.023 hartree. Its total energy is -306.13609 hartree. As for the spin multiplicity: 1. Its highest occupied orbital energy is -8.323 eV. The value obtained for the orbital gap is 8.94 eV. Its SMILES is C#Cc1ccco1.


# 10
Molecular formula: C6H4O
Method: DFT, wB97M-V/def2-TZVPD

```
11
Properties=species:S:1:pos:R:3:mulliken_charge:R:1
C 1.58352 -0.91049 -1.03569 -0.5798
C 1.79474 1.21081 0.85946 -0.6090
C 0.71413 0.64610 0.51253 0.0443
C -0.50981 0.07312 0.17900 0.6935
O -0.52863 -0.87118 -0.64042 -0.5019
C -1.74716 0.55195 0.74831 -0.6991
C -2.78413 0.94590 1.21506 0.2375
H 1.52020 -0.20113 -1.85085 0.3535
H 1.21535 -1.90686 -1.22622 0.2899
H 2.44799 -0.83358 -0.39080 0.3596
H -3.70620 1.29537 1.62961 0.4117
```

For the relative energy (zero: lowest compared OMol25 entry of this formula, charge and spin), the calculation gives 7.276 eV. As for the LUMO energy (alpha / beta): -0.061 / -0.061 hartree. Its total energy is -305.94415 hartree. As for the spin multiplicity: 1. Its highest occupied orbital energy (alpha / beta) is -9.665 / -9.665 eV. The value obtained for the orbital gap (alpha / beta) is 7.99 / 8.00 eV.